[1]
Below is a molecular structure, C4H2OYb at a distorted geometry, with properties calculated with the ωB97M-V functional and the def2-TZVPD basis.

Cartesian coordinates (Å):
C (1.833, -0.078, 0.771)
C (0.648, -0.200, 0.512)
H (1.999, -0.316, 1.889)
O (-1.087, -1.824, -1.218)
C (-0.987, -0.638, -1.298)
C (-0.318, 0.342, -0.451)
H (-0.006, 1.228, -1.024)
Yb (-2.083, 1.487, 0.819)

Computed properties:
Total charge   +1
Spin multiplicity   2
HOMO level (alpha / beta)   -0.4008 / -0.4678 hartree
Energy relative to the best compared isomer or geometry (same formula, charge and spin)   2.578 eV

Löwdin population analysis, charges in e, atoms 1 to 6:
1. C 0.07
2. C -0.24
3. H 0.09
4. O 0.08
5. C -0.27
6. C -0.46

[2]
Below is a molecular structure, C5H9NO2 at a distorted geometry, with properties calculated with the ωB97M-V functional and the def2-TZVPD basis.

Cartesian coordinates (Å):
C (0.957, -0.650, -0.621)
C (1.540, 0.451, 0.223)
C (-0.993, 2.132, -0.482)
C (-0.695, -2.335, 0.063)
N (0.296, -1.301, 0.294)
C (0.362, 0.181, 1.175)
O (-0.845, 0.808, -0.067)
O (0.151, 0.334, 2.342)
H (1.167, -0.985, -1.631)
H (2.500, 0.173, 0.670)
H (1.587, 1.436, -0.232)
H (-1.677, 2.639, 0.215)
H (-0.069, 2.738, -0.496)
H (-1.438, 2.152, -1.486)
H (-0.351, -3.033, -0.702)
H (-1.627, -1.874, -0.266)
H (-0.864, -2.867, 0.999)

Computed properties:
HOMO level (alpha / beta)   -0.3214 / -0.3214 hartree
Energy relative to the best compared isomer or geometry (same formula, charge and spin)   4.278 eV

Löwdin population analysis, charges in e, atoms 1 to 6:
1. C -0.01
2. C -0.04
3. C -0.20
4. C -0.03
5. N -0.02
6. C -0.40

[3]
Below is a molecular structure, C16H24N2OW at a distorted geometry, with properties calculated with the ωB97M-V functional and the def2-TZVPD basis.

Cartesian coordinates (Å):
C (0.265, -0.677, -3.015)
C (0.902, -2.018, -3.432)
H (-0.667, -0.775, -2.387)
H (-0.116, -0.150, -3.907)
H (1.057, 0.051, -2.736)
H (0.150, -2.811, -3.487)
H (1.338, -1.882, -4.435)
H (1.738, -2.333, -2.811)
C (-1.925, 1.280, -1.347)
C (-3.065, 2.011, -1.031)
C (-3.756, 1.747, 0.157)
C (-3.296, 0.726, 0.981)
H (-1.348, 1.437, -2.269)
H (-3.413, 2.775, -1.723)
H (-4.620, 2.344, 0.455)
H (-3.741, 0.542, 1.956)
N (-1.482, 0.289, -0.532)
C (-2.175, -0.043, 0.606)
C (-1.560, -1.006, 1.491)
N (-0.243, -1.294, 1.243)
C (0.515, -1.679, 2.294)
C (-1.423, -1.984, 3.700)
C (-0.046, -2.106, 3.501)
H (1.589, -1.669, 2.179)
H (0.612, -2.536, 4.250)
C (-2.183, -1.420, 2.692)
H (-3.253, -1.244, 2.815)
H (-1.885, -2.294, 4.645)
W (0.519, -0.642, -0.734)
C (2.151, -2.065, -0.445)
H (2.071, -2.947, -1.100)
H (2.222, -2.432, 0.589)
H (3.103, -1.543, -0.658)
C (2.021, 1.939, -1.028)
C (2.009, 1.653, 0.451)
C (2.007, 2.923, 1.310)
O (0.888, 0.893, 0.761)
H (1.282, 2.713, -1.254)
H (1.817, 1.078, -1.693)
H (3.015, 2.301, -1.294)
H (2.945, 1.117, 0.687)
H (1.184, 3.568, 1.001)
H (1.856, 2.686, 2.362)
H (2.942, 3.477, 1.193)

Computed properties:
Total charge   +2
Spin multiplicity   3
HOMO level (alpha / beta)   -0.5814 / -0.5815 hartree
Energy relative to the best compared isomer or geometry (same formula, charge and spin)   0.000 eV

Löwdin population analysis, charges in e, atoms 1 to 6:
1. C -0.25
2. C -0.10
3. H 0.06
4. H 0.14
5. H 0.06
6. H 0.10

[4]
Below is 2 unconnected molecules or ions with the total composition C4H9NO2, with properties calculated with the ωB97M-V functional and the def2-TZVPD basis.

Cartesian coordinates (Å):
C (0.961, 0.936, 0.591)
C (0.275, 1.145, -0.527)
C (0.913, 1.206, -1.884)
O (-1.084, 1.354, -0.519)
H (1.988, 0.609, 0.537)
H (0.487, 1.042, 1.556)
H (1.973, 0.974, -1.787)
H (0.435, 0.525, -2.587)
H (0.860, 2.217, -2.296)
H (-1.275, 2.115, -1.071)
N (-1.014, -2.207, 2.010)
C (-0.963, -1.827, 0.699)
O (-0.920, -2.584, -0.236)
H (-0.692, -1.572, 2.716)
H (-0.931, -3.194, 2.186)
H (-1.013, -0.741, 0.611)

Computed properties:
HOMO level   -0.3401 hartree
Energy relative to the best compared isomer or geometry (same formula, charge and spin)   1.579 eV

Löwdin population analysis, charges in e, atoms 1 to 6:
1. C 0.04
2. C -0.48
3. C -0.04
4. O 0.01
5. H 0.06
6. H 0.07

[5]
Below is a molecular structure, C21H43N2P3STl at a distorted geometry, with properties calculated with the ωB97M-V functional and the def2-TZVPD basis.

Cartesian coordinates (Å):
Tl (1.123, 0.280, -0.312)
P (0.295, -2.035, 2.312)
P (-0.002, 1.969, 2.559)
P (-0.682, -2.254, -1.352)
H (2.112, 5.567, -1.253)
C (1.839, 4.902, -2.080)
C (0.560, 4.755, -2.471)
H (-0.248, 5.316, -1.988)
C (2.030, -2.241, 2.881)
C (-0.527, -2.036, 3.961)
C (-0.064, -3.773, 1.841)
C (-0.292, 3.249, 1.335)
C (-1.504, 1.553, 3.440)
C (1.258, 2.432, 3.747)
C (-1.362, -1.188, -2.692)
C (-2.108, -3.406, -1.194)
C (0.436, -3.325, -2.343)
H (2.649, 4.345, -2.562)
H (0.281, 4.094, -3.301)
H (2.104, -3.083, 3.584)
H (2.361, -1.318, 3.375)
H (2.677, -2.426, 2.014)
H (-0.214, -2.927, 4.524)
H (-1.619, -2.050, 3.844)
H (-0.245, -1.134, 4.518)
H (0.336, -4.438, 2.618)
H (0.408, -4.002, 0.876)
H (-1.147, -3.930, 1.754)
H (-0.184, 4.230, 1.818)
H (-1.307, 3.150, 0.925)
H (0.421, 3.200, 0.497)
H (-1.516, 2.122, 4.381)
H (-1.545, 0.481, 3.674)
H (-2.383, 1.813, 2.840)
H (0.792, 3.020, 4.551)
H (2.041, 3.022, 3.253)
H (1.706, 1.524, 4.177)
H (-1.138, -1.640, -3.666)
H (-0.921, -0.184, -2.656)
H (-2.447, -1.106, -2.558)
H (-2.046, -4.175, -1.977)
H (-3.046, -2.847, -1.302)
H (-2.092, -3.889, -0.210)
H (0.007, -3.471, -3.341)
H (0.538, -4.292, -1.833)
H (1.424, -2.854, -2.432)
C (3.279, 0.660, -3.477)
C (4.601, 0.140, -3.433)
C (5.637, 0.805, -4.079)
C (5.394, 1.993, -4.785)
C (4.096, 2.529, -4.813)
C (3.051, 1.877, -4.173)
S (1.977, -0.181, -2.803)
H (0.479, 0.795, 1.868)
H (4.776, -0.781, -2.883)
H (6.649, 0.396, -4.036)
H (6.211, 2.503, -5.302)
H (3.901, 3.466, -5.339)
H (2.045, 2.291, -4.175)
C (-5.467, -1.452, 1.954)
N (-4.347, -0.790, 1.291)
C (-4.425, 0.359, 0.514)
C (-3.144, 0.606, 0.072)
N (-2.299, -0.359, 0.569)
C (-3.051, -1.193, 1.288)
H (-6.047, -0.723, 2.536)
H (-6.136, -1.920, 1.218)
H (-5.080, -2.226, 2.626)
H (-5.345, 0.885, 0.335)
H (-2.799, 1.405, -0.571)
H (-2.719, -2.087, 1.817)

Computed properties:
Total charge   +3
HOMO level (alpha / beta)   -0.5845 / -0.5843 hartree
Energy relative to the best compared isomer or geometry (same formula, charge and spin)   1.467 eV

Löwdin population analysis, charges in e, atoms 1 to 6:
1. Tl 0.73
2. P 0.74
3. P 0.85
4. P 0.71
5. H 0.06
6. C -0.07

[6]
Below is C5H7N in the gas phase, with properties calculated with the ωB97M-V functional and the def2-TZVPD basis.

Cartesian coordinates (Å):
C (0.399, -1.157, -0.770)
C (0.655, -0.590, 0.610)
C (0.932, 0.217, -0.630)
N (-0.052, 1.294, -0.253)
C (-1.392, 0.782, 0.115)
C (-0.266, 0.563, 1.020)
H (-0.575, -1.365, -1.206)
H (1.158, -1.888, -1.045)
H (1.334, -1.076, 1.300)
H (1.884, 0.571, -1.010)
H (-1.875, -0.061, -0.372)
H (-2.061, 1.607, 0.344)
H (-0.100, 1.101, 1.949)

Computed properties:
HOMO level   -0.3223 hartree
Energy relative to the best compared isomer or geometry (same formula, charge and spin)   3.741 eV

Löwdin population analysis, charges in e, atoms 1 to 6:
1. C -0.08
2. C -0.16
3. C -0.23
4. N 0.01
5. C -0.11
6. C -0.23

[7]
Below is 2 unconnected molecules or ions with the total composition C3H4IN at a distorted geometry, with properties calculated with the ωB97M-V functional and the def2-TZVPD basis.

Cartesian coordinates (Å):
C (0.900, -1.110, -0.819)
C (0.180, -1.078, 0.265)
C (0.488, 1.108, 0.405)
N (-0.303, 0.165, 0.535)
I (-3.729, 0.046, 0.026)
H (1.188, -0.387, -1.528)
H (-0.237, -1.951, 0.667)
H (1.365, 1.094, -0.194)
H (0.147, 2.112, 0.643)

Computed properties:
HOMO level (alpha / beta)   -0.3560 / -0.3395 hartree
Energy relative to the best compared isomer or geometry (same formula, charge and spin)   4.288 eV

Löwdin population analysis, charges in e, atoms 1 to 6:
1. C 0.15
2. C -0.29
3. C -0.06
4. N -0.05
5. I 0.01
6. H 0.03